1.
Formula: C11H12N4O3S
Source: the OMol25 dataset
Level of theory: ωB97M-V/def2-TZVPD

The geometry in XYZ format:
```
31
C11H12N4O3S | the OMol25 dataset | ωB97M-V/def2-TZVPD
S 2.83 -0.77 -1.00
O 3.55 2.82 0.35
O -2.59 -1.50 -0.17
O 1.70 1.75 -0.31
N 0.29 -1.27 1.84
N 0.33 -1.63 -0.32
N -0.03 -2.05 -1.59
N 1.50 -0.92 1.39
C -3.81 1.76 -1.12
C -3.37 2.57 -0.09
C -2.65 2.01 0.95
C -2.81 -0.15 -0.06
C -0.41 -1.70 0.83
C 1.52 -1.13 0.10
C -3.54 0.41 -1.11
C 3.67 0.46 0.05
C 2.99 1.81 0.05
C -1.83 -2.15 0.84
C -2.36 0.65 0.97
H -3.88 -0.23 -1.91
H 3.65 0.06 1.06
H -2.25 -1.99 1.84
H -2.30 2.63 1.77
H 0.51 -1.53 -2.28
H -1.79 0.25 1.79
H -1.03 -1.91 -1.72
H 1.30 2.63 -0.24
H 4.69 0.55 -0.30
H -1.90 -3.22 0.59
H -4.38 2.19 -1.94
H -3.58 3.63 -0.09
```

Structure (SMILES): Nn1c(COc2ccccc2)nnc1SCC(=O)O
Energy above the lowest of the compared OMol25 structures with the same formula, charge and spin, kJ/mol: 0.0
HOMO energy, eV: -8.729
Kohn-Sham gap, eV: 9.199

natural (NBO) population analysis, charges in e, atoms 1 to 8:
1. S 0.266
2. O -0.581
3. O -0.510
4. O -0.683
5. N -0.271
6. N -0.186
7. N -0.631
8. N -0.322

2.
Formula: C16H28ILaO2P2
Source: the OMol25 dataset
Level of theory: ωB97M-V/def2-TZVPD

The geometry in XYZ format:
```
50
C16H28ILaO2P2 | the OMol25 dataset | ωB97M-V/def2-TZVPD
La 0.18 -1.06 -0.52
I 0.20 -0.36 -4.25
P -2.40 0.20 -0.18
P 2.81 0.14 -0.18
O 0.23 1.94 -6.18
O 0.17 2.19 1.04
C -3.42 1.45 0.66
C -1.46 -1.15 3.86
C 0.08 -1.54 1.92
C 0.48 0.29 3.61
C -3.16 -1.35 0.42
C 0.21 0.04 -7.69
C -1.83 -0.45 5.01
C 3.55 -1.43 0.40
C -1.05 0.63 5.47
C 3.46 0.08 -1.89
C -3.06 0.14 -1.89
C -0.31 -0.79 3.13
C 3.88 1.39 0.62
C 0.21 0.75 -6.35
C 0.11 0.99 4.76
C 0.18 1.16 0.50
H -2.85 1.09 -2.39
H -3.17 2.45 0.27
H 4.61 -1.40 0.12
H 3.65 1.40 1.69
H -2.71 -2.23 -0.05
H -3.17 1.42 1.73
H 1.10 -0.59 -7.82
H 4.53 -0.14 -1.85
H -0.55 -2.43 1.73
H 3.08 -2.30 -0.07
H 2.93 -0.70 -2.46
H 0.71 1.84 5.11
H -0.69 -0.58 -7.82
H 3.45 -1.53 1.48
H -2.54 -0.64 -2.46
H 3.26 1.03 -2.38
H 1.16 -1.74 1.87
H -4.22 -1.29 0.14
H -2.03 -2.02 3.53
H -2.74 -0.74 5.54
H -3.06 -1.43 1.50
H -4.13 -0.06 -1.85
H -4.50 1.25 0.53
H -1.36 1.18 6.35
H 4.94 1.15 0.47
H 3.65 2.38 0.21
H 1.42 0.55 3.10
H 0.21 0.81 -8.48
```

Energy above the lowest of the compared OMol25 structures with the same formula, charge and spin, kJ/mol: 14.2
HOMO energy, eV: -12.946
Kohn-Sham gap, eV: 5.864
Net charge: +2

Löwdin population analysis, charges in e, atoms 1 to 8:
1. La 1.383
2. I 0.581
3. P 0.715
4. P 0.706
5. O 0.069
6. O 0.116
7. C -0.216
8. C -0.067

3.
Formula: C29H24DyN9O3S4
Source: the OMol25 dataset
Level of theory: ωB97M-V/def2-TZVPD

The geometry in XYZ format:
```
70
C29H24DyN9O3S4 | the OMol25 dataset | ωB97M-V/def2-TZVPD
Dy 0.36 0.19 -0.35
S 5.08 -1.59 0.17
S 1.94 2.21 -1.77
S 0.48 -3.98 -3.55
S 0.87 -1.06 2.11
O 1.47 0.92 -2.28
O 1.59 3.37 -2.54
O -1.20 1.25 -1.25
N -1.60 -1.10 0.25
N 1.55 2.24 -0.22
N -0.45 -3.15 2.89
N 0.60 -2.01 -1.87
N -1.51 -2.31 -2.86
N -0.38 1.86 1.59
N 3.73 0.59 1.06
N 2.68 -0.88 -0.40
N -1.55 -2.05 1.25
C 1.86 -2.58 -1.92
C 5.75 0.85 -2.22
C 1.43 4.66 0.15
C -1.27 1.63 2.52
C 3.75 2.06 -1.73
C -0.34 4.20 2.27
C -1.73 2.61 3.42
C 3.71 -0.52 0.31
C 6.48 1.76 -1.47
C 0.97 5.71 0.95
C 4.47 2.97 -0.98
C -3.10 -0.19 -1.43
C -1.26 3.89 3.30
C 0.14 5.50 2.01
C 0.10 3.12 1.46
C 5.84 2.83 -0.86
C -0.50 -2.12 2.01
C -4.30 -0.45 -2.12
C 4.38 1.00 -2.36
C 1.98 -3.65 -2.76
C -2.70 1.62 -3.02
C -0.23 -2.62 -2.67
C 2.92 -2.03 -1.11
C -2.27 0.90 -1.87
C 4.17 -2.55 -0.94
C -4.66 0.25 -3.24
C -2.77 -1.03 -0.31
C 1.06 3.35 0.41
C -3.85 1.29 -3.69
H -0.19 6.31 2.64
H 0.35 -3.23 3.48
H 4.46 0.75 1.73
H -3.56 -1.69 0.07
H -4.14 1.85 -4.57
H -2.07 -2.88 -3.47
H 6.41 3.55 -0.29
H 4.60 -3.44 -1.35
H -1.65 0.62 2.59
H 2.84 -4.25 -2.97
H 1.30 6.72 0.72
H 2.89 1.17 1.06
H -1.17 -3.85 2.88
H -1.94 -1.53 -2.38
H -2.06 2.43 -3.35
H -2.44 2.34 4.18
H 2.07 4.87 -0.69
H 3.96 3.78 -0.49
H -1.59 4.68 3.96
H 3.79 0.31 -2.93
H -5.58 0.02 -3.76
H -4.93 -1.25 -1.76
H 7.55 1.64 -1.36
H 6.25 0.02 -2.69
```

2S+1: 6
Energy above the lowest of the compared OMol25 structures with the same formula, charge and spin, kJ/mol: 0.0
HOMO energy (alpha / beta), eV: -7.128 / -7.127
Kohn-Sham gap (alpha / beta), eV: 7.367 / 7.369

Löwdin population analysis, charges in e, atoms 1 to 8:
1. Dy 1.399
2. S 1.054
3. S 0.610
4. S 1.053
5. S 0.568
6. O -0.417
7. O -0.255
8. O -0.227

We obtain E_tot values of -1269.27315, -1788.34253, -4316.06555 Eh for the records listed above, in that order.